Entry 1:
# C38H102O37S13

A 13-piece molecular cluster, C38H102O37S13 overall in a non-equilibrium geometry (the ωB97M-V functional and the def2-TZVPD basis, OMol25).

Computed properties:
HOMO level, eV: -8.99
Kohn-Sham gap, eV: 9.254
ΔE to the lowest compared entry with this formula, charge and spin, kcal/mol: 0.0

Geometry (Å):
H  -3.676  -2.045  1.489
H  1.851  2.574  4.718
H  -0.169  4.141  3.494
H  2.409  1.473  -0.715
C  2.463  2.151  3.910
O  4.926  0.330  -4.504
O  5.082  1.021  -1.794
O  8.986  -3.424  5.535
O  1.316  -7.090  3.687
S  -4.684  2.689  1.551
H  -2.790  -3.295  -3.444
C  3.135  1.281  0.073
C  -3.012  -4.713  -1.977
H  2.781  0.607  0.856
H  5.508  2.862  -0.977
H  6.712  1.525  -0.670
O  1.011  1.525  -2.316
C  -0.139  8.317  0.669
S  4.370  0.088  -5.780
H  2.331  4.190  -2.995
H  -7.981  2.975  4.846
O  0.428  6.262  1.841
H  -8.140  -1.617  -2.044
H  -2.651  -5.650  -1.571
H  -0.908  -0.181  -1.595
C  6.738  2.512  -2.716
O  2.836  -0.009  5.022
H  -1.456  0.554  4.151
O  -5.333  5.265  -4.966
H  -1.418  0.187  -4.502
C  6.064  2.050  -1.406
C  5.753  -0.236  -6.882
H  -0.398  6.337  -0.020
O  -2.901  -3.759  -0.804
H  7.646  -5.093  3.531
H  -3.534  -3.521  2.628
H  0.086  -3.864  3.542
C  -0.457  6.875  0.926
H  0.541  -7.675  -0.709
H  6.952  1.605  -3.301
C  -3.167  -1.327  6.748
O  -3.754  -1.318  4.106
S  4.376  0.186  -0.667
H  -4.099  -1.747  7.077
O  -3.842  4.823  -3.143
O  -5.157  -4.126  0.156
C  1.006  -3.232  -0.360
H  4.287  -2.836  -4.567
C  -7.053  2.533  4.489
H  -4.108  0.482  1.291
O  0.151  0.830  0.778
C  -2.591  5.302  -2.542
C  2.106  -2.560  -4.378
H  2.030  -3.371  -0.788
C  3.772  -2.271  4.411
C  0.651  -1.724  -0.316
O  1.048  -5.783  1.645
H  3.913  -2.282  5.487
S  2.402  -1.229  4.113
O  6.923  -3.180  4.139
S  1.081  4.896  1.689
H  3.927  1.522  5.258
H  -6.213  2.640  -1.584
C  0.524  -7.981  0.341
H  -1.702  0.124  -6.211
O  -6.685  0.735  -2.119
O  3.627  -0.790  -1.368
C  -2.239  -4.120  -3.074
H  -1.169  -1.136  4.921
S  -5.922  -0.601  -2.431
C  -6.618  3.287  3.192
O  2.645  -5.128  3.156
H  -0.505  2.191  -5.731
H  -5.900  0.597  1.681
H  6.077  0.786  -7.027
C  -3.561  3.244  -5.143
O  -5.764  -0.823  -3.799
H  4.631  -1.913  3.819
O  -4.773  -0.625  -1.564
H  -3.353  3.149  -6.198
S  8.339  -2.576  4.548
H  -0.360  -0.851  -5.523
C  -5.064  0.972  1.134
H  1.416  -1.726  -4.324
H  7.657  3.048  -2.415
H  -2.798  6.318  -2.190
H  -1.755  1.258  -0.912
C  -1.630  -0.119  5.053
O  0.997  1.293  -4.693
H  -6.313  2.690  5.270
S  0.795  2.312  -3.417
C  0.072  -4.899  3.873
C  -0.900  0.101  -5.507
H  -0.208  -8.788  0.415
H  5.147  -4.665  3.786
H  -7.230  1.474  4.295
H  0.269  -4.772  4.919
H  1.192  -3.615  0.685
H  -6.853  -1.773  -0.770
O  2.248  4.958  2.508
C  -7.083  -1.740  -1.832
C  7.768  -1.108  5.341
C  -6.619  2.471  -3.765
H  2.089  -3.126  -3.430
H  -6.286  3.497  -3.964
H  -6.841  -2.683  -2.294
S  -3.966  4.862  -4.712
O  -3.299  -5.556  0.737
O  1.242  -1.800  4.709
O  3.599  -1.303  -5.772
H  -4.966  1.844  -2.553
H  -1.439  6.825  1.474
H  1.981  3.800  -4.683
H  1.433  -1.020  -0.004
H  -1.234  -3.841  -2.797
H  6.115  3.178  -3.333
H  -1.843  5.267  -3.357
H  3.759  -1.326  -3.656
O  -2.943  5.714  -5.228
H  -2.682  3.092  -4.544
H  -7.705  2.607  -3.745
H  -2.346  3.398  -1.762
H  1.852  1.753  3.114
O  -5.493  3.529  0.721
O  9.036  -2.333  3.294
H  -2.189  -4.955  -3.799
S  -0.950  -0.054  0.669
H  6.517  -0.891  -6.433
H  3.414  -3.268  4.074
H  1.528  -8.237  0.728
O  -0.450  -1.524  0.595
H  -0.778  -5.562  3.693
H  0.233  -3.830  -0.826
H  -6.720  4.359  3.444
H  0.259  2.789  2.342
C  3.535  -2.013  -4.498
H  0.192  8.820  1.580
H  8.594  -0.453  5.242
O  -5.215  2.848  3.023
H  -4.389  2.515  -4.790
H  -0.414  -7.221  2.219
C  -2.243  4.372  -1.408
C  5.646  -4.563  2.796
S  -3.351  -0.408  5.227
H  4.228  0.779  3.738
S  1.379  -5.766  3.141
H  -0.755  -6.159  0.806
H  -2.430  -2.120  6.709
H  -7.187  3.112  2.282
H  5.128  -3.867  2.120
H  3.591  2.180  0.500
S  -3.752  -4.242  0.453
H  -4.012  -4.757  -2.304
H  -2.664  -0.278  -0.896
H  7.018  -0.776  4.617
C  -6.078  1.941  -2.425
H  7.379  -1.224  6.407
H  5.675  -5.530  2.337
O  5.259  -0.206  0.359
O  3.550  1.053  -6.384
H  -2.201  -3.019  1.589
H  5.310  -0.605  -7.752
H  -3.022  4.413  -0.570
C  -1.697  0.211  -0.910
C  3.408  1.106  4.438
C  2.151  3.390  -3.721
O  -1.895  -0.035  1.708
C  -0.089  3.822  2.452
H  -1.241  4.531  -1.069
C  -0.064  -6.830  1.282
H  -5.174  0.967  0.066
O  1.177  4.508  0.329
H  -1.100  0.237  5.934
H  7.592  -3.730  2.323
H  0.266  -1.440  -1.271
H  1.878  -3.258  -5.235
H  0.678  8.431  -0.048
H  -6.315  1.877  -4.596
C  7.069  -4.246  3.085
O  -0.499  2.969  -3.515
H  -0.973  8.879  0.295
H  3.104  2.791  -3.713
C  0.027  1.235  -5.699
C  -3.315  -3.046  1.674
H  -1.027  3.786  1.960
H  3.097  2.919  3.524
O  2.427  -0.995  2.716
O  -3.317  2.776  1.551
H  0.522  1.143  -6.661
H  -2.752  -0.743  7.533

---

Entry 2:
# C38H105N5O21

A 12-piece molecular cluster, C38H105N5O21 overall in a non-equilibrium geometry (the ωB97M-V functional and the def2-TZVPD basis, OMol25).

Computed properties:
HOMO level, eV: -8.15
SMILES: COC[C@H](C)N.COC[C@H](C)N.COC[C@H](C)N.COCCNCCOC.COCCNCCOC.OCCO.OCCO.OCCO.OCCO.OCCO.OCCO.OCCO
Kohn-Sham gap, eV: 8.412
ΔE to the lowest compared entry with this formula, charge and spin, kcal/mol: 0.0

Geometry (Å):
H  -4.271  0.455  5.998
C  -1.836  1.284  1.676
H  -0.539  3.321  -1.887
C  -7.404  3.358  0.347
H  0.951  -2.539  -7.847
O  -4.731  -4.466  2.632
C  -1.391  -2.636  7.723
H  -0.602  -1.975  5.050
H  -4.139  -2.305  3.172
H  4.603  -2.817  0.647
H  5.609  -5.649  -1.028
C  -4.526  5.791  3.893
O  4.571  0.815  0.559
H  0.507  -4.582  8.076
H  1.799  -1.023  -0.368
C  -1.823  -0.045  0.940
C  1.734  4.347  0.343
H  -1.016  -1.740  8.226
O  0.877  -1.412  -2.184
H  -1.318  -3.897  -3.526
O  -0.509  -4.960  -5.877
H  2.373  -0.400  -3.002
C  0.169  -2.299  5.761
C  2.165  -1.457  -2.838
C  4.689  -5.306  -1.516
H  1.544  -4.044  7.016
O  0.550  -4.754  -3.204
H  -1.500  -1.232  -6.861
C  1.468  -2.204  3.837
H  -0.163  0.437  -0.206
O  1.668  -3.168  -5.961
C  -6.073  3.353  -3.901
H  6.390  -4.492  -4.443
C  -0.207  -1.648  -0.017
H  -0.088  3.246  0.191
H  -2.141  -5.712  -4.943
H  -2.055  -0.827  1.667
C  -0.308  -3.249  6.842
H  0.187  -0.366  -7.149
H  5.587  -0.990  -4.326
H  5.981  0.008  -0.614
N  0.839  -3.707  7.673
C  0.388  -1.161  -6.430
C  -3.761  4.575  4.349
H  7.185  -4.838  -2.957
H  1.817  -1.179  3.993
H  -0.770  -4.157  6.433
H  -2.459  -3.173  1.928
H  -2.084  3.917  2.031
C  1.068  -1.708  -0.827
O  -3.948  6.267  2.674
C  5.140  0.685  -0.768
H  2.308  -2.677  3.311
C  1.073  3.090  3.722
H  3.576  2.464  -0.903
C  -1.476  1.372  6.309
H  -2.570  -0.031  0.136
O  -6.801  2.726  -2.857
C  -1.058  -5.674  -4.773
H  2.619  4.341  -0.291
H  -8.223  2.956  0.940
H  4.370  0.317  -1.448
O  -0.926  -1.833  -6.389
H  1.985  -1.920  -3.812
H  -1.265  -5.464  -2.679
H  2.760  2.882  1.627
H  -1.865  0.997  7.261
H  6.001  0.221  -7.210
H  -0.546  0.900  5.988
H  -6.631  3.767  1.010
H  -5.597  5.653  3.753
C  4.977  -5.286  -3.031
H  0.148  2.998  4.287
N  -0.481  -0.278  0.435
H  3.064  5.260  -4.309
H  -3.510  -5.114  4.062
C  6.231  -4.498  -3.361
H  -2.360  1.596  4.360
H  6.011  2.033  -2.168
O  2.014  5.401  -2.533
H  5.323  -4.356  0.792
O  4.267  2.808  -1.486
O  1.156  -2.945  4.979
C  0.230  4.029  -1.563
H  -3.660  3.152  1.467
H  -0.204  -2.236  0.905
C  -6.875  2.211  -0.527
H  -5.498  2.026  0.767
O  4.450  -3.971  -1.082
C  4.393  0.457  -5.983
H  -1.547  -3.547  3.344
H  0.798  4.122  -3.642
H  4.246  1.369  -6.564
H  -6.513  3.110  -4.865
H  1.505  -2.698  -0.630
H  -6.230  4.436  -3.798
H  0.679  -0.814  -5.436
H  2.938  -2.039  -2.341
O  -3.841  1.290  5.808
H  0.982  -4.457  -4.017
N  -6.048  1.280  0.331
C  1.266  4.213  -2.651
H  -4.992  3.219  -3.887
C  -6.024  2.725  -1.683
H  -5.071  2.187  -1.793
H  0.826  -3.658  -5.877
H  -7.777  1.677  -0.828
O  5.527  -0.202  -6.499
H  -1.944  3.092  7.090
H  0.700  -2.244  3.051
H  -2.249  -2.341  7.114
H  -5.354  -4.614  3.342
H  1.480  6.097  -4.405
H  -6.597  1.003  1.146
C  -2.651  3.483  1.203
C  4.472  -3.851  0.316
H  -0.714  -6.703  -4.712
H  -4.250  4.119  5.222
H  1.330  5.361  0.447
C  -2.571  -3.468  2.982
H  -1.054  -1.995  -0.628
C  5.462  2.088  -1.227
H  6.053  2.614  -0.471
H  -7.665  4.229  -0.261
H  -3.065  6.607  2.843
H  1.707  3.802  4.264
O  -1.300  2.771  6.452
C  4.705  0.776  -4.506
H  -2.586  -0.022  4.939
O  -2.432  4.848  4.752
C  2.075  3.734  1.691
H  3.533  -4.247  0.719
H  3.988  0.074  0.745
H  2.916  6.854  -3.615
H  2.960  -4.917  -3.368
C  -3.383  -4.742  3.044
H  -1.748  -3.308  8.503
H  3.918  -3.838  -3.873
H  -0.315  4.991  -1.483
C  1.410  -2.170  -6.919
H  -2.952  -5.462  2.348
C  2.369  5.931  -3.795
H  6.136  -3.448  -3.068
H  2.372  -1.711  -7.154
H  -4.489  6.636  4.593
H  1.921  3.326  -2.623
H  -2.718  4.174  0.365
H  0.508  -1.418  6.327
H  -1.968  4.023  4.937
H  5.500  1.519  -4.422
H  3.825  -5.937  -1.289
H  -5.601  3.709  -1.417
N  0.754  3.491  -0.316
C  -2.533  1.019  5.273
H  -1.145  -4.421  -6.354
H  3.475  -0.131  -5.914
O  -3.269  -2.383  3.578
H  3.809  1.105  -3.975
H  -0.928  1.467  2.250
H  -3.785  3.854  3.531
N  3.862  -4.859  -3.839
C  -0.837  -4.877  -3.495
O  4.960  -0.449  -3.829
H  2.588  4.504  2.291
H  5.243  -6.351  -3.114
H  -2.810  1.284  2.181
O  0.868  3.499  2.393
H  1.589  2.124  3.707
O  -1.902  2.366  0.753